1.
Here is a cluster of 9 separate species, C31H64BBr2F13NO10S in total from OMol25. Energies are from ωB97M-V with the def2-TZVPD basis set.

Each line ends with the Mulliken charge.
Positions of all 123 atoms, in Å:
C1 8.240 -2.323 -1.225  -0.551
C2 7.800 -1.364 -2.019  -0.131
C3 6.988 -0.350 -2.974  -0.325
C4 5.583 0.114 -2.242  -0.263
C5 5.959 1.559 -1.543  -0.847
B1 4.762 2.233 -0.681  1.961
C6 3.542 2.550 -1.794  -1.299
C7 2.097 2.005 -1.342  0.225
C8 0.879 2.334 -2.350  1.164
F1 1.307 3.535 -3.086  -0.370
F2 0.898 1.303 -3.358  -0.310
C9 -0.530 2.696 -1.698  0.349
F3 -1.043 3.834 -2.475  -0.352
F4 -0.357 3.290 -0.373  -0.168
C10 -1.721 1.634 -1.691  0.488
F5 -2.941 2.462 -1.767  -0.331
F6 -1.863 0.841 -2.905  -0.270
C11 -1.996 0.788 -0.353  0.732
F7 -2.362 1.598 0.800  -0.211
F8 -3.219 0.035 -0.630  -0.295
S1 -0.726 -0.443 0.200  1.348
F9 0.275 0.720 0.861  -0.152
F10 -1.581 -0.582 1.677  -0.414
F11 -1.731 -1.715 -0.369  -0.380
F12 0.079 -0.520 -1.257  -0.330
F13 0.340 -1.608 0.783  -0.318
C12 4.317 1.037 0.405  -1.044
O1 3.607 1.529 1.585  -0.071
N1 3.159 0.448 2.258  0.006
O2 2.483 0.859 3.183  -0.347
C13 4.948 3.600 0.139  0.280
Br1 3.292 4.692 0.629  -0.176
C14 6.110 4.247 0.676  -0.396
C15 6.088 5.654 1.516  -1.078
Br2 7.884 3.443 0.479  -0.234
H1 8.402 -3.017 -0.312  0.304
H2 7.660 0.586 -3.106  0.227
H3 6.772 -0.842 -4.010  0.341
H4 5.365 -0.707 -1.471  0.231
H5 4.825 0.204 -3.095  0.208
H6 6.388 2.301 -2.314  0.216
H7 6.763 1.187 -0.775  -0.033
H8 3.577 3.691 -2.045  0.154
H9 3.754 2.065 -2.834  0.203
H10 2.187 0.839 -1.361  -0.039
H11 1.923 2.283 -0.247  -0.108
H12 3.805 0.139 -0.096  0.125
H13 5.341 0.625 0.798  0.435
H14 5.347 5.593 2.414  0.281
H15 5.887 6.556 0.833  0.240
H16 7.130 5.835 2.009  0.302
C16 -3.857 -4.956 0.598  -0.540
C17 -2.942 -5.141 1.790  -0.279
O3 -1.610 -5.373 1.348  -0.530
H17 -3.832 -5.841 -0.045  0.283
H18 -4.887 -4.782 0.919  0.150
H19 -3.530 -4.109 -0.013  0.123
H20 -3.257 -6.001 2.387  0.315
H21 -2.952 -4.254 2.431  0.227
H22 -1.337 -4.603 0.828  0.290
C18 -8.816 -3.055 0.162  -0.626
C19 -7.900 -3.240 1.354  -0.347
O4 -6.567 -3.472 0.915  -0.425
H23 -8.792 -3.939 -0.482  0.277
H24 -9.846 -2.881 0.484  0.357
H25 -8.489 -2.207 -0.448  -0.034
H26 -8.215 -4.101 1.950  0.306
H27 -7.910 -2.354 1.997  0.255
H28 -6.293 -2.702 0.396  0.229
C20 7.074 -6.828 -1.159  -0.956
C21 5.951 -5.891 -1.559  -0.248
O5 6.378 -5.037 -2.611  -0.476
H29 7.950 -6.260 -0.835  0.231
H30 6.760 -7.488 -0.346  0.318
H31 7.388 -7.441 -2.009  0.316
H32 5.655 -5.265 -0.714  0.277
H33 5.074 -6.453 -1.896  0.277
H34 6.630 -5.598 -3.359  0.263
C22 12.585 -0.156 -0.870  -1.161
C23 11.180 -0.416 -1.376  -0.152
O6 10.258 -0.389 -0.297  -0.430
H35 12.870 -0.907 -0.127  0.286
H36 13.307 -0.180 -1.690  0.350
H37 12.645 0.819 -0.376  0.321
H38 11.120 -1.399 -1.849  0.324
H39 10.884 0.339 -2.112  0.231
H40 10.311 0.488 0.111  0.241
C24 -7.881 -0.675 -4.337  -1.192
C25 -8.823 -0.795 -3.157  0.060
O7 -8.094 -0.707 -1.938  -0.513
H41 -7.126 -1.465 -4.307  0.302
H42 -8.428 -0.746 -5.281  0.327
H43 -7.347 0.279 -4.311  0.355
H44 -9.339 -1.757 -3.175  0.197
H45 -9.576 0.000 -3.174  0.155
H46 -7.647 0.152 -1.926  0.281
C26 -0.345 1.846 4.789  -0.875
C27 -1.473 2.776 4.386  0.105
O8 -1.043 3.642 3.345  -0.518
H47 0.524 2.419 5.125  0.240
H48 -0.659 1.177 5.594  0.386
H49 -0.018 1.243 3.937  0.205
H50 -1.782 3.392 5.235  -0.037
H51 -2.342 2.209 4.037  0.215
H52 -0.779 3.089 2.595  0.260
C28 -13.255 -0.919 -3.559  -0.977
C29 -12.524 -1.121 -4.871  -0.282
O9 -11.499 -2.094 -4.715  -0.470
H53 -12.561 -0.596 -2.778  0.237
H54 -14.044 -0.169 -3.663  0.331
H55 -13.705 -1.857 -3.218  0.324
H56 -12.058 -0.188 -5.197  0.274
H57 -13.211 -1.457 -5.654  0.307
H58 -11.920 -2.920 -4.434  0.273
C30 -1.881 4.851 8.635  -0.713
C31 -3.009 5.780 8.233  -0.253
O10 -2.582 6.647 7.191  -0.522
H59 -1.012 5.425 8.970  0.262
H60 -2.195 4.182 9.440  0.307
H61 -1.554 4.248 7.782  0.084
H62 -3.318 6.396 9.081  0.299
H63 -3.878 5.212 7.884  0.242
H64 -2.319 6.095 6.440  0.302

Properties
F_max: 6.61 eV/Å
Net charge: -1
Electronic energy: -242060.0693 eV

2.
Here is a cluster of 4 separate species, C31H64Br2F9N4O8P2 in total from OMol25. Energies are from ωB97M-V with the def2-TZVPD basis set.

Each line ends with the Mulliken charge.
Positions of all 120 atoms, in Å:
C1 5.261 -0.446 2.538  -0.670
O1 5.963 -1.272 1.553  -0.350
C2 4.981 -1.883 0.678  -0.455
C3 5.620 -3.131 -0.125  -0.582
C4 4.919 -4.535 0.245  -0.711
C5 3.979 -5.099 -0.928  -0.968
C6 2.953 -4.012 -1.515  -0.297
C7 1.803 -3.587 -0.459  -0.759
C8 0.375 -3.333 -1.198  0.747
P1 0.902 -2.106 -2.597  0.331
N1 0.924 -2.895 -4.023  -0.799
O2 -0.410 -2.424 -0.362  -0.759
P2 -2.044 -3.040 -0.088  1.289
C9 -2.625 -1.872 -1.483  0.519
C10 -2.732 -2.510 -2.939  -0.576
O3 -3.787 -3.518 -3.072  -0.543
C11 -3.888 -3.432 0.385  -1.520
C12 -4.594 -2.232 1.173  -0.504
C13 -6.216 -2.300 1.129  0.831
F1 -6.713 -2.949 -0.030  -0.296
F2 -6.564 -3.172 2.228  -0.369
C14 -6.918 -0.900 1.449  0.533
F3 -8.126 -1.206 2.166  -0.332
F4 -6.134 -0.148 2.368  -0.252
C15 -7.375 -0.052 0.177  0.472
F5 -8.322 -0.682 -0.645  -0.260
F6 -8.029 1.115 0.696  -0.308
C16 -6.187 0.494 -0.748  0.735
F7 -5.895 -0.432 -1.769  -0.202
F8 -6.708 1.639 -1.430  -0.322
F9 -5.063 0.947 -0.056  -0.254
C17 -1.585 -3.846 1.603  -0.658
C18 -1.240 -5.396 1.558  0.251
O4 -0.056 -5.732 1.842  -0.556
Br1 -2.490 -6.873 1.156  -0.201
O5 -1.770 -4.453 -1.043  -0.458
C19 -0.467 -4.635 -1.629  -0.534
Br2 0.405 -6.439 -1.373  -0.163
H1 4.265 -0.095 2.104  0.352
H2 5.024 -1.060 3.485  0.219
H3 5.863 0.488 2.798  0.229
H4 4.165 -2.337 1.353  0.351
H5 4.556 -1.099 -0.034  0.244
H6 6.723 -3.186 0.184  0.354
H7 5.571 -2.958 -1.253  0.348
H8 5.770 -5.294 0.370  0.343
H9 4.364 -4.494 1.239  0.345
H10 4.621 -5.465 -1.794  0.379
H11 3.358 -5.983 -0.526  0.237
H12 3.541 -3.105 -1.911  0.190
H13 2.429 -4.523 -2.406  0.511
H14 2.102 -2.555 -0.042  0.076
H15 1.672 -4.330 0.397  0.115
H16 2.158 -1.487 -2.291  0.036
H17 -0.065 -1.051 -2.744  -0.027
H18 0.229 -2.436 -4.650  0.256
H19 -2.153 -1.828 0.735  0.103
H20 -3.631 -1.358 -1.270  -0.315
H21 -1.858 -1.010 -1.527  -0.009
H22 -3.056 -1.652 -3.648  0.241
H23 -1.737 -2.883 -3.375  0.188
H24 -3.415 -4.206 -3.672  0.339
H25 -3.963 -4.353 1.078  0.316
H26 -4.414 -3.741 -0.581  0.548
H27 -4.335 -2.382 2.285  0.179
H28 -4.199 -1.202 0.897  0.414
H29 -0.634 -3.295 1.960  0.328
H30 -2.361 -3.637 2.427  0.379
H31 -0.589 -4.647 -2.774  0.637
C20 -5.415 6.881 -1.394  -1.590
C21 -6.236 5.614 -1.166  0.354
C22 -7.006 5.612 0.170  -0.708
O6 -6.199 5.352 1.314  -0.356
C23 -5.484 6.477 1.796  -0.673
N2 -5.354 4.446 -1.282  -0.484
H32 -4.490 6.892 -0.815  0.264
H33 -5.127 6.961 -2.446  0.373
H34 -5.991 7.774 -1.139  0.431
H35 -6.978 5.563 -1.971  0.374
H36 -7.736 4.796 0.136  0.359
H37 -7.582 6.537 0.304  0.443
H38 -6.046 7.408 1.672  0.310
H39 -4.514 6.548 1.300  0.226
H40 -5.296 6.326 2.862  0.254
H41 -5.922 3.602 -1.227  0.124
H42 -4.788 4.408 -0.433  0.293
C24 11.411 0.607 3.809  -1.376
C25 10.333 0.945 4.835  0.359
C26 8.996 0.216 4.588  -0.710
O7 8.219 0.754 3.525  -0.375
C27 8.620 0.331 2.231  -0.659
N3 10.154 2.402 4.875  -0.766
H43 11.260 1.119 2.857  0.270
H44 12.394 0.912 4.179  0.348
H45 11.448 -0.469 3.617  0.341
H46 10.706 0.620 5.813  0.409
H47 8.380 0.330 5.487  0.345
H48 9.145 -0.862 4.451  0.390
H49 8.984 -0.700 2.227  0.311
H50 9.379 1.007 1.833  0.216
H51 7.752 0.391 1.571  0.278
H52 9.508 2.632 5.628  0.278
H53 9.644 2.668 4.032  0.347
C28 -0.368 5.021 -1.539  -1.636
C29 -1.695 4.295 -1.741  0.468
C30 -1.567 2.994 -2.561  -0.400
O8 -1.409 3.193 -3.962  -0.426
C31 -0.087 3.506 -4.365  -0.671
N4 -2.659 5.221 -2.347  -0.537
H54 -0.048 5.565 -2.430  0.298
H55 -0.458 5.757 -0.735  0.390
H56 0.426 4.322 -1.261  0.361
H57 -2.065 4.018 -0.748  0.292
H58 -2.501 2.433 -2.449  0.196
H59 -0.771 2.348 -2.170  0.376
H60 0.662 2.992 -3.757  0.285
H61 0.070 4.586 -4.334  0.225
H62 0.034 3.188 -5.403  0.277
H63 -3.571 4.763 -2.387  0.224
H64 -2.400 5.330 -3.328  0.322

Properties
F_max: 5.64 eV/Å
Net charge: -1
Electronic energy: -238638.7809 eV

In eV, the Kohn-Sham gap values for the records above are, in order, 5.527; 7.503.